Record 1
The following is a quantum chemistry calculation of a single C20H22N6O5 molecule, from the OMol25 dataset.

```
53
Properties=species:S:1:pos:R:3:forces:R:3
C -8.17032 -1.15633 -0.92164 -0.1 -0.1 0.1
H -8.40745 -0.78480 0.08121 0.0 0.0 0.0
O -7.31094 -0.28323 -1.60924 0.2 0.2 -0.1
C -6.06928 -0.04099 -1.09566 0.2 0.2 -0.1
C -5.26500 0.82980 -1.82348 -0.3 -0.2 0.1
C -3.99175 1.13436 -1.38729 0.0 0.0 0.1
C -3.49316 0.57853 -0.21691 -0.3 -0.1 0.0
C -4.30549 -0.29907 0.52305 0.3 0.2 -0.2
C -5.58379 -0.60403 0.08216 -0.2 -0.2 0.1
H -6.19926 -1.27758 0.65441 0.0 -0.1 0.1
O -3.74190 -0.80194 1.66780 0.1 0.3 -0.5
C -4.50469 -1.65937 2.47773 -0.1 -0.2 0.2
H -3.86536 -1.90732 3.32373 -0.1 0.0 0.0
H -4.77602 -2.57933 1.94926 0.0 0.1 0.0
H -5.41184 -1.16728 2.84355 0.0 0.0 0.0
N -2.21654 0.84015 0.27746 0.2 -0.1 0.4
C -1.26635 1.67747 -0.20459 0.0 -0.3 0.3
O -1.35621 2.37759 -1.20670 0.0 0.1 -0.1
C -0.04810 1.67540 0.60039 0.9 0.7 -0.3
N 0.21685 0.89174 1.67173 -0.4 -0.1 -0.1
N 1.38940 1.12721 2.10130 0.6 -0.5 0.9
N 1.94839 2.09347 1.33500 -0.8 0.4 -0.7
C 1.08578 2.46108 0.35800 -0.6 -0.5 0.4
N 1.28759 3.43249 -0.55549 0.1 0.3 -0.2
H 2.23079 3.63743 -0.84663 0.0 0.0 0.0
H 0.56212 3.46229 -1.26148 0.1 0.0 0.0
C 3.29143 2.55592 1.53050 0.3 0.1 -0.1
H 3.63355 2.18609 2.49893 -0.1 0.1 -0.1
H 3.31665 3.64955 1.51773 0.0 -0.2 0.0
C 4.17422 2.02042 0.38810 -0.3 0.1 0.5
O 4.62838 2.75661 -0.46208 0.1 0.2 -0.2
N 4.30190 0.68020 0.44414 0.0 -0.5 0.3
C 4.97551 -0.17737 -0.43596 0.1 -0.2 -0.1
C 5.74502 0.26234 -1.49995 0.0 0.1 0.0
C 6.38582 -0.65529 -2.31719 0.0 -0.2 0.0
C 6.25918 -2.00806 -2.07233 0.1 0.1 -0.1
C 5.49094 -2.46200 -1.00965 -0.2 -0.1 0.2
C 4.84456 -1.55740 -0.18442 0.0 0.1 -0.1
O 4.06423 -1.88579 0.89175 0.2 0.5 -0.3
C 3.85074 -3.24665 1.17907 -0.1 -0.3 0.1
H 4.78694 -3.75389 1.43212 0.0 0.0 0.0
H 3.36974 -3.76131 0.34199 0.0 0.0 0.0
H 3.18604 -3.26092 2.04124 0.1 -0.1 -0.1
H 5.40443 -3.52263 -0.83551 0.0 -0.1 0.1
H 6.75710 -2.72575 -2.70629 0.0 -0.1 -0.1
H 6.98354 -0.30528 -3.14404 0.1 0.0 -0.1
H 5.83625 1.31978 -1.68224 0.0 0.0 0.0
H 3.80853 0.18423 1.17875 0.0 0.2 0.0
H -1.97513 0.34130 1.12578 0.1 0.1 -0.1
H -3.36844 1.81001 -1.94823 0.0 0.0 0.0
H -5.65656 1.25834 -2.73106 0.0 0.1 -0.1
H -7.74789 -2.16425 -0.84621 0.0 0.0 0.0
H -9.08417 -1.19598 -1.51259 0.0 0.0 0.1
```
Forces are in eV/Å.

Summary:
* F_max: 1.22 eV/A
* LUMO level: 0.6867 eV
* structure (SMILES): COc1ccc(NC(=O)c2nnn(CC(=O)Nc3ccccc3OC)c2N)c(OC)c1
* total charge: 0

---

Record 2
The following is a quantum chemistry calculation of a molecular structure, C20H23AsN7PtSSe, from the OMol25 dataset.

```
54
Properties=species:S:1:pos:R:3:forces:R:3
Pt -0.55974 -0.03688 0.68752 -0.1 0.6 0.8
N 5.56951 -0.06109 1.40980 0.0 0.0 0.0
C 4.22426 -0.06288 1.28966 0.0 0.0 0.0
C 3.56428 -0.96383 0.43687 0.0 0.0 0.0
C 2.19975 -0.91405 0.32890 0.0 0.0 0.0
N 1.44172 -0.02905 1.00081 0.1 -0.1 0.0
C 2.06048 0.82669 1.82974 0.0 0.0 0.0
C 3.42179 0.84565 1.99760 0.0 0.0 0.0
H 6.11805 -0.79160 0.99222 0.0 0.0 0.0
H 6.01591 0.49534 2.11706 0.0 0.0 0.0
H 4.11636 -1.70311 -0.12685 0.0 0.0 0.0
H 1.66843 -1.60287 -0.31403 0.0 0.0 0.0
H 1.41824 1.50282 2.37575 0.0 0.0 0.0
H 3.86057 1.55282 2.68846 0.0 0.0 0.0
C -2.63100 -2.72045 4.90046 0.1 0.0 0.0
As -2.63879 -1.80361 3.21391 -0.1 0.0 -0.1
C -3.91870 -0.38482 3.40764 0.0 0.0 0.1
C -3.18606 -3.10081 1.90876 0.0 0.0 0.0
S -0.65764 -1.06762 2.84218 0.1 -0.5 -0.2
H -3.63724 -3.08930 5.09555 0.0 0.0 0.0
H -2.33145 -2.02888 5.68479 0.0 0.0 0.0
H -1.93137 -3.55162 4.85275 0.0 0.0 0.0
H -4.92178 -0.80861 3.42229 0.0 0.0 0.0
H -3.82086 0.32331 2.59004 0.0 0.0 0.0
H -3.69914 0.11554 4.34961 0.0 0.0 0.0
H -4.24358 -3.32210 2.04292 0.0 0.0 0.0
H -2.57813 -3.98984 2.06839 0.0 0.0 0.0
H -3.00707 -2.71166 0.90998 0.0 0.0 0.0
C -0.80218 0.93105 -3.16158 0.0 0.0 0.0
N 0.47880 1.47659 -2.73801 0.0 0.0 0.0
C 0.74117 2.06381 -1.56363 0.0 0.0 0.0
Se -0.42258 2.29450 -0.11090 0.0 -0.1 -0.5
N 2.02475 2.46110 -1.57539 0.0 0.0 0.0
C 2.62440 2.11295 -2.78044 0.0 0.0 0.0
C 3.91107 2.27870 -3.27073 0.0 0.0 0.0
C 4.15717 1.78193 -4.53757 0.0 0.0 0.0
C 3.15831 1.14623 -5.28576 0.0 0.0 0.0
C 1.87651 0.98192 -4.79380 0.0 0.0 0.0
C 1.63291 1.47844 -3.52098 0.0 0.0 0.0
H -1.51876 1.05676 -2.35579 0.0 0.0 0.0
H -0.69005 -0.12769 -3.39025 0.0 0.0 0.0
H -1.14981 1.46496 -4.04423 0.0 0.0 0.0
H 2.44822 2.94250 -0.79895 0.0 0.0 0.0
H 4.68184 2.77579 -2.69808 0.0 0.0 0.0
H 5.14410 1.89159 -4.96495 0.0 0.0 0.0
H 3.39598 0.77903 -6.27432 0.0 0.0 0.0
H 1.10438 0.49838 -5.37568 0.0 0.0 0.0
N -2.47761 -0.12962 0.22170 0.0 -0.2 0.1
C -3.62341 -0.15379 0.04037 0.0 0.2 -0.1
C -4.98432 -0.18926 -0.15452 0.2 0.0 0.0
C -5.57659 0.68161 -1.10485 -0.1 -0.1 0.0
N -6.05507 1.38237 -1.88294 0.1 0.1 0.0
C -5.72381 -1.05726 0.68365 -0.1 0.2 0.0
N -6.27220 -1.74008 1.43485 0.1 -0.1 0.0
```
Forces are in eV/Å.

Summary:
* F_max: 1.05 eV/A
* LUMO level: -3.1668 eV
* total charge: +1

---

Number 1: frontier orbital gap 8.191 eV. Number 2: frontier orbital gap 7.112 eV.